# 1
Computed, not measured: a molecular structure, C12H30BN2O2SV at a distorted geometry, with the ωB97M-V functional and the def2-TZVPD basis.

Cartesian coordinates (Å):
C: 1.34250 -1.99173 -0.44446
C: 2.61977 -1.41775 0.17250
C: 2.97687 -0.00708 -0.28358
C: 2.55853 1.10319 0.66483
C: 1.16276 1.01900 1.22962
B: -0.05772 1.87467 0.27118
S: 0.24865 3.69648 0.51021
C: -0.01187 1.40960 -1.25893
C: -0.72798 2.34322 -2.26156
N: -1.51093 1.59600 -3.24308
C: -1.39464 1.50739 1.23320
C: -2.58700 1.12021 0.37017
C: -2.58135 -0.33393 -0.12043
C: -3.54677 -1.22969 0.63207
C: -3.15534 -1.51250 2.07836
N: -1.90487 -2.23429 2.25513
H: 1.25159 -1.70388 -1.48974
H: 1.33491 -3.07707 -0.39036
H: 0.43955 -1.64452 0.05758
H: 3.45471 -2.05495 -0.08579
H: 2.50630 -1.43274 1.25823
H: 2.57873 0.15577 -1.28371
H: 4.05957 0.05422 -0.39173
H: 3.22064 1.05697 1.53854
H: 2.74521 2.06588 0.19677
H: 0.79558 -0.00089 1.29066
H: 1.09152 1.45873 2.21929
H: 0.86925 4.03996 -0.62059
H: 1.02296 1.31824 -1.58860
H: -0.43059 0.41319 -1.37425
H: 0.01807 2.96709 -2.75214
H: -1.41655 2.99122 -1.72585
H: -2.36245 2.07544 -3.48667
H: -0.99474 1.41360 -4.08921
H: -1.63583 2.36012 1.86540
H: -1.15057 0.69569 1.91596
H: -2.70384 1.80149 -0.46785
H: -3.47547 1.27279 0.99207
H: -2.78527 -0.36102 -1.18743
H: -1.57438 -0.73831 -0.00658
H: -3.60490 -2.18922 0.11378
H: -4.54740 -0.79781 0.60414
H: -3.95086 -2.08734 2.54727
H: -3.07918 -0.57448 2.62676
H: -1.10083 -1.63517 2.17206
H: -1.80875 -2.99079 1.59386
O: 6.32732 -5.54895 -0.37629
V: 5.85576 -3.94891 -0.59782
O: 5.61936 -2.29716 -0.88296

Cartesian forces (eV/Å) of the 3 atoms listed first:
C 0.016 0.109 0.036
C -0.430 -0.027 0.011
C 0.152 -0.035 -0.012

Values from the calculation:
E_tot   -57197.2141 eV
2S+1   1
LUMO level   -5.1 eV

---

# 2
Computed, not measured: a single C9H12 molecule at a distorted geometry, with the ωB97M-V functional and the def2-TZVPD basis.

Cartesian coordinates (Å):
C: -2.46710 -1.61167 1.68247
C: -1.42167 -1.02393 1.00418
C: -0.11318 -1.18476 1.32470
C: 0.95212 -0.46442 0.71313
C: 0.76955 0.49912 -0.45563
C: 1.69426 0.19077 -1.61430
C: 1.04119 1.87818 0.02382
C: -0.66902 0.39235 -0.89942
C: -1.68045 -0.26233 -0.24605
H: -3.30793 -1.65091 1.17166
H: -2.53264 -2.17263 2.56966
H: 0.11489 -2.01279 1.94918
H: 1.97788 -0.63981 0.92312
H: 1.33025 -0.64208 -2.19403
H: 1.61346 1.10258 -2.36409
H: 2.75501 0.12985 -1.22984
H: 1.09146 2.65504 -0.85583
H: 0.37119 2.27776 0.73350
H: 2.06726 1.92415 0.35149
H: -0.88425 0.78328 -1.91576
H: -2.70227 -0.16777 -0.67194

Cartesian forces (eV/Å) of the 3 atoms listed first:
C 4.188 1.115 -0.506
C -5.023 -0.038 -0.496
C 6.956 1.859 -0.957

Values from the calculation:
SMILES   C=C1C=CC(C)(C)C=C1
E_tot   -9524.9875 eV
2S+1   1
LUMO level   0.4 eV